C15H18F4NO6S2 | ωB97M-V with the def2-TZVPD basis set

Each line ends with the Löwdin charge.
Element x y z (Å)
1 S 0.467 -4.651 1.568  0.726
2 S -0.620 -6.208 3.495  1.042
3 F 0.942 5.575 -0.674  0.027
4 F -3.172 -6.002 3.739  0.078
5 F -2.126 -6.858 5.478  0.098
6 F -1.986 -4.693 5.063  0.101
7 O 3.294 4.524 -1.185  -0.019
8 O -1.409 4.557 -1.210  -0.017
9 O 0.748 -5.670 0.489  -0.350
10 O -0.480 2.517 -1.584  0.002
11 O 2.309 2.578 -1.829  0.016
12 O 1.490 -4.257 2.599  -0.338
13 N -1.079 -5.074 2.275  -0.531
14 C -2.611 3.882 -1.486  -0.283
15 C 0.010 -3.110 0.742  -0.301
16 C -0.471 -2.065 1.493  -0.074
17 C -0.651 -0.725 -0.482  -0.039
18 C -1.892 -5.810 1.336  -0.201
19 C 0.153 -2.972 -0.619  -0.068
20 C -0.178 -1.781 -1.233  -0.053
21 C 0.935 4.336 -1.144  -0.186
22 C 5.616 4.787 -1.798  -0.084
23 C -2.096 -5.915 4.527  -0.856
24 C 2.204 3.724 -1.408  -0.477
25 C 4.488 3.834 -1.475  -0.279
26 C -3.719 4.851 -1.835  -0.082
27 C -0.343 3.708 -1.327  -0.471
28 C -0.802 -0.872 0.882  -0.052
29 H -0.071 -1.674 -2.300  0.112
30 H 4.283 3.159 -2.320  0.114
31 H -3.408 5.497 -2.657  0.072
32 H 5.840 5.428 -0.944  0.066
33 H 6.525 4.257 -2.090  0.066
34 H 0.547 -3.802 -1.187  0.109
35 H -3.947 5.499 -0.987  0.068
36 H 4.709 3.206 -0.601  0.124
37 H -4.630 4.335 -2.142  0.066
38 H 5.334 5.441 -2.624  0.071
39 H -0.563 -2.188 2.560  0.113
40 H -1.185 -0.055 1.471  0.111
41 H -1.319 -6.645 0.927  0.073
42 H -2.786 -6.198 1.833  0.075
43 H -2.849 3.276 -0.601  0.121
44 H -2.414 3.188 -2.317  0.117
45 H -0.863 0.226 -0.951  0.097
46 H -2.223 -5.154 0.532  0.098

Computed properties:
* F_max: 4.14 eV Å⁻¹
* LUMO energy: 2.064 eV
* charge: -1
* HOMO-LUMO gap: 5.13 eV
* HOMO level: -3.06 eV